DFT (the ωB97M-V functional and the def2-TZVPD basis) results for 3 unconnected molecules or ions with the total composition C31H62ClN4O9P at a distorted geometry.

Bonds (Å) are listed after each position.
Atoms and positions in Å:
1 C -1.2380 -2.2699 7.2211  C2 1.559, H29 1.093, H30 1.095, H31 1.097
2 C -1.7498 -1.9011 5.7951  C1 1.559, C3 1.564, C4 1.541, C5 1.538
3 C -3.2919 -1.6800 5.9391  C2 1.564, H32 1.093, H33 1.089, H34 1.096
4 C -1.5191 -3.1601 4.9372  C2 1.541, H35 1.093, H36 1.100, H37 1.092
5 C -0.9520 -0.6599 5.3611  C2 1.538, C6 1.544, H38 1.093, H39 1.100
6 C -0.9647 -0.2796 3.8645  C5 1.544, C7 1.574, C8 1.535, C9 1.540
7 C -0.3525 1.1678 3.7761  C6 1.574, H40 1.096, H41 1.091, H42 1.095
8 C -2.3585 -0.1817 3.2286  C6 1.535, H43 1.092, H44 1.096, H45 1.095
9 C -0.0231 -1.1385 2.9997  C6 1.540, C10 1.378, C28 1.375
10 C -0.3839 -1.5778 1.7444  C9 1.378, C11 1.370, H46 1.083
11 C 0.4609 -2.3714 1.0145  C10 1.370, C12 1.376, H47 1.085
12 C 1.6909 -2.7652 1.4899  C11 1.376, O13 1.380, C27 1.363
13 O 2.5242 -3.5948 0.7666  C12 1.380, C14 1.437
14 C 1.8229 -4.7918 0.3917  O13 1.437, C15 1.518, H48 1.097, H49 1.095
15 C 2.7783 -5.9005 -0.0105  C14 1.518, O16 1.420, H50 1.101, H51 1.098
16 O 3.1361 -5.6962 -1.3697  C15 1.420, C17 1.420
17 C 3.6248 -6.8769 -1.9899  O16 1.420, C18 1.524, H52 1.093, H53 1.101
18 C 3.0911 -6.9902 -3.4130  C17 1.524, N19 1.488, H54 1.096, H55 1.097
19 N 1.8378 -7.7831 -3.5344  C18 1.488, C20 1.434, P24 1.768
20 C 1.5874 -7.8732 -4.9431  N19 1.434, O21 1.211, O22 1.397
21 O 2.3032 -8.4707 -5.7162  C20 1.211
22 O 0.4139 -7.2522 -5.3780  C20 1.397, Cl23 1.694
23 Cl 0.5193 -6.9072 -7.0330  O22 1.694
24 P 2.0610 -9.4486 -2.9857  N19 1.768, N25 1.719, O26 1.655
25 N 1.3942 -9.3386 -1.4047  P24 1.719, H56 1.020, H57 1.015
26 O 1.0058 -10.4076 -3.8267  P24 1.655, H58 0.973
27 C 2.0635 -2.2947 2.7140  C12 1.363, C28 1.372, H59 1.086
28 C 1.2239 -1.4994 3.4521  C9 1.375, C27 1.372, H60 1.084
29 H -1.9173 -2.9745 7.7065  C1 1.093
30 H -1.1074 -1.3756 7.8396  C1 1.095
31 H -0.2497 -2.7285 7.0947  C1 1.097
32 H -3.7949 -2.6079 5.6561  C3 1.093
33 H -3.6840 -0.8128 5.4106  C3 1.089
34 H -3.5175 -1.5388 7.0027  C3 1.096
35 H -1.7585 -2.9922 3.8839  C4 1.093
36 H -0.4417 -3.3813 4.9576  C4 1.100
37 H -2.0112 -4.0445 5.3486  C4 1.092
38 H 0.0916 -0.7536 5.6739  C5 1.093
39 H -1.3662 0.1990 5.9097  C5 1.100
40 H -1.1504 1.8878 3.9906  C7 1.096
41 H 0.0801 1.3475 2.7905  C7 1.091
42 H 0.4071 1.2812 4.5562  C7 1.095
43 H -2.8511 -1.1460 3.0855  C8 1.092
44 H -2.9685 0.4750 3.8588  C8 1.096
45 H -2.2851 0.3409 2.2688  C8 1.095
46 H -1.3426 -1.3371 1.3027  C10 1.083
47 H 0.1579 -2.7265 0.0346  C11 1.085
48 H 1.2296 -4.5790 -0.5060  C14 1.097
49 H 1.1217 -5.1246 1.1645  C14 1.095
50 H 2.2070 -6.8394 0.0594  C15 1.101
51 H 3.6395 -5.9838 0.6656  C15 1.098
52 H 3.4785 -7.7720 -1.3803  C17 1.093
53 H 4.7147 -6.7472 -2.0822  C17 1.101
54 H 3.8870 -7.3247 -4.0876  C18 1.096
55 H 2.8406 -5.9694 -3.7257  C18 1.097
56 H 0.3988 -9.1187 -1.4223  N25 1.020
57 H 1.5284 -10.2258 -0.9311  N25 1.015
58 H 0.1362 -9.9734 -3.8720  O26 0.973
59 H 3.0320 -2.5534 3.1324  C27 1.086
60 H 1.5496 -1.1536 4.4266  C28 1.084
61 C -0.1689 6.1849 -0.3219  O62 1.417, H70 1.089, H71 1.095, H72 1.092
62 O -1.3916 6.8191 0.0124  C61 1.417, C63 1.422
63 C -2.5394 6.2154 -0.5704  O62 1.422, C64 1.516, H73 1.094, H74 1.094
64 C -3.3622 5.4687 0.4614  C63 1.516, N65 1.459, H75 1.094, H76 1.097
65 N -2.6770 4.2675 0.9262  C64 1.459, C66 1.462, H77 1.011
66 C -3.2600 3.6529 2.1176  N65 1.462, C67 1.528, H78 1.093, H79 1.095
67 C -3.3347 4.4780 3.4018  C66 1.528, O68 1.416, H80 1.094, H81 1.097
68 O -2.0827 4.7550 4.0026  C67 1.416, C69 1.416
69 C -1.3656 5.8377 3.4373  O68 1.416, H82 1.092, H83 1.093, H84 1.091
70 H 0.6428 6.8472 -0.0246  C61 1.089
71 H -0.0484 5.2405 0.2190  C61 1.095
72 H -0.0939 6.0021 -1.3957  C61 1.092
73 H -2.2725 5.5686 -1.4118  C63 1.094
74 H -3.1509 7.0332 -0.9629  C63 1.094
75 H -4.3224 5.1813 0.0216  C64 1.094
76 H -3.5660 6.1643 1.2850  C64 1.097
77 H -1.7134 4.4971 1.1274  N65 1.011
78 H -2.6583 2.7663 2.3324  C66 1.093
79 H -4.2647 3.2962 1.8670  C66 1.095
80 H -3.8790 3.8755 4.1347  C67 1.094
81 H -3.9175 5.3987 3.2796  C67 1.097
82 H -2.0266 6.6347 3.0890  C69 1.092
83 H -0.7216 5.4956 2.6236  C69 1.093
84 H -0.7140 6.2448 4.2114  C69 1.091
85 C -0.6573 5.4393 -6.8099  O86 1.415, H94 1.089, H95 1.095, H96 1.093
86 O -0.2563 4.0827 -6.7923  C85 1.415, C87 1.423
87 C 0.9951 3.8330 -7.4231  O86 1.423, C88 1.517, H97 1.094, H98 1.094
88 C 2.0768 3.5147 -6.4091  C87 1.517, N89 1.459, H99 1.094, H100 1.097
89 N 2.4424 4.6883 -5.6234  C88 1.459, C90 1.463, H101 1.010
90 C 3.2577 4.4021 -4.4434  N89 1.463, C91 1.528, H102 1.093, H103 1.095
91 C 2.6897 3.4771 -3.3678  C90 1.528, O92 1.417, H104 1.093, H105 1.096
92 O 1.5996 4.0131 -2.6383  C91 1.417, C93 1.416
93 C 0.3401 3.9198 -3.2780  O92 1.416, H106 1.092, H107 1.094, H108 1.091
94 H -1.7059 5.4784 -6.5177  C85 1.089
95 H -0.0855 6.0389 -6.0936  C85 1.095
96 H -0.5570 5.8727 -7.8086  C85 1.093
97 H 1.2896 4.6593 -8.0766  C87 1.094
98 H 0.8517 2.9495 -8.0513  C87 1.094
99 H 2.9656 3.1469 -6.9308  C88 1.094
100 H 1.7016 2.7028 -5.7736  C88 1.097
101 H 1.5995 5.1562 -5.3205  N89 1.010
102 H 3.4658 5.3655 -3.9705  C90 1.093
103 H 4.2206 4.0027 -4.7778  C90 1.095
104 H 3.4823 3.3230 -2.6310  C91 1.093
105 H 2.4423 2.4813 -3.7538  C91 1.096
106 H 0.2392 3.0104 -3.8742  C93 1.092
107 H 0.1603 4.8036 -3.8966  C93 1.094
108 H -0.4291 3.9088 -2.5041  C93 1.091

The net charge is 0. The HOMO-LUMO gap comes out at 8.18 eV. For the max |F|, the calculation gives 2.351 eV/Å. Its structure (SMILES) is CC(C)(C)CC(C)(C)c1ccc(OCCOCCN(C(=O)OCl)P(N)O)cc1.COCCNCCOC.COCCNCCOC.